[1]
2 unconnected molecules or ions with the total composition C4H14N2 at a distorted geometry, computed with ωB97M-V/def2-TZVPD.

* E_LUMO: 1.0 eV
* frontier orbital gap: 10.19 eV
* relative energy (zero: lowest compared OMol25 entry of this formula, charge and spin): 30.5 kJ/mol
* calculated total energy: -7354.80108 eV
* SMILES string: CCN.CCN

The geometry in ORCA input format:
```
! RIJCOSX wB97M-V def2-TZVPD def2/J DEFGRID3
* xyz 0 1
N 3.28 0.66 -1.93
N -2.29 -2.67 1.88
C 2.21 1.32 -1.20
C 0.97 1.34 -2.06
C -2.21 -0.16 1.67
C -1.45 -1.45 1.89
H 4.13 0.73 -1.37
H 2.37 2.32 -0.78
H 2.05 0.68 -0.33
H -2.98 -0.23 0.89
H -2.78 0.09 2.52
H -2.49 -2.92 0.92
H -0.69 -1.62 1.12
H -1.58 0.68 1.40
H -0.91 -1.46 2.84
H -3.14 -2.50 2.39
H 0.75 0.34 -2.44
H 3.47 1.18 -2.79
H 1.23 1.89 -2.97
H 0.06 1.77 -1.65
*
```

Atomic partial charges in e from the natural (NBO) method, atoms 1 to 5: atom 1 (N): -0.8209, atom 2 (N): -0.8329, atom 3 (C): -0.2196, atom 4 (C): -0.6157, atom 5 (C): -0.6302


[2]
C23H21ClN4O in the gas phase at a distorted geometry, computed with ωB97M-V/def2-TZVPD.

* E_LUMO: 0.6 eV
* frontier orbital gap: 8.79 eV
* relative energy (zero: lowest compared OMol25 entry of this formula, charge and spin): 0.0 kJ/mol
* calculated total energy: -44721.94128 eV
* SMILES string: Cc1cc(-c2nc3ccccc3[nH]2)nn1Cc1cc(Cl)cc2cc(C(C)C)oc12

The geometry in ORCA input format:
```
! RIJCOSX wB97M-V def2-TZVPD def2/J DEFGRID3
* xyz 0 1
Cl 3.16 3.79 -1.78
O 2.21 -1.88 -0.56
N 0.23 1.16 2.12
N 1.03 0.06 2.17
N -2.07 3.05 1.43
N -3.47 1.38 1.62
C -1.03 0.79 2.01
C -5.54 2.77 1.09
C 2.40 -0.53 -0.66
C -6.04 4.05 0.83
C 2.76 2.16 -1.37
C 2.46 0.06 1.81
C -1.04 -0.64 2.19
C 2.42 1.20 -2.35
C 1.63 -3.85 -2.06
C 2.83 1.78 -0.02
C 2.18 -0.13 -1.98
C -2.19 1.69 1.71
C 2.63 0.45 0.34
C -5.14 5.09 0.62
C 1.82 -1.33 -2.75
C -4.17 2.52 1.24
C -3.33 3.56 1.06
C 0.71 -2.48 2.65
C 0.26 -1.08 2.29
C 2.92 -4.63 -1.90
C 0.95 -4.18 -3.41
C 1.90 -2.37 -1.83
C -3.76 4.84 0.69
H 3.51 -4.30 -1.02
H 1.64 -1.41 -3.83
H -0.18 -3.13 2.70
H 1.29 -2.53 3.59
H -1.92 -1.29 2.32
H 0.04 -3.54 -3.56
H -7.11 4.16 0.79
H 1.36 -2.92 1.86
H 0.65 -5.20 -3.38
H 2.32 1.57 -3.39
H -6.19 1.92 1.21
H 2.93 2.53 0.76
H 3.48 -4.51 -2.83
H 2.75 -5.70 -1.78
H 0.92 -4.14 -1.28
H -3.01 5.62 0.53
H 2.94 0.80 2.44
H -5.49 6.11 0.41
H -1.23 3.55 1.52
H 1.62 -4.03 -4.22
H 2.95 -0.88 1.98
*
```

Atomic partial charges in e from the natural (NBO) method, atoms 1 to 5: atom 1 (Cl): 0.0085, atom 2 (O): -0.4454, atom 3 (N): -0.2623, atom 4 (N): -0.1738, atom 5 (N): -0.5347


[3]
A molecular structure, C34H21BrCoF4N5O5PS, computed with ωB97M-V/def2-TZVPD.

* E_LUMO (spin up / spin down): -1.7 / -1.7 eV
* frontier orbital gap (spin up / spin down): 6.50 / 6.55 eV
* relative energy (zero: lowest compared OMol25 entry of this formula, charge and spin): 0.0 kJ/mol
* calculated total energy: -191949.10469 eV

The geometry in ORCA input format:
```
! RIJCOSX wB97M-V def2-TZVPD def2/J DEFGRID3
* xyz 0 2
Br 1.48 0.07 -3.89
Co 1.22 1.43 -0.25
S 0.88 3.38 -2.94
P -0.32 -0.66 -1.20
F -4.08 -1.96 -4.55
F -0.21 -0.05 -6.34
F -3.00 -1.99 -2.15
F -2.70 -0.99 -6.67
O -0.64 -0.59 6.24
O -0.34 4.17 -3.10
O -2.39 0.63 6.22
O 3.42 -1.28 -1.55
O 3.31 2.84 0.28
N 1.01 2.50 -1.78
N -0.26 2.39 0.66
N 1.30 0.49 1.50
N 3.03 0.84 -0.72
N -1.37 0.22 5.71
C -1.78 1.78 3.95
C -0.96 3.43 0.22
C 2.10 -1.03 3.13
C 2.18 -0.41 1.88
C -1.85 -0.39 -0.21
C -1.55 2.41 2.69
C -4.15 0.30 1.21
C -2.30 -1.40 -3.12
C 3.79 1.90 -0.35
C 3.80 -0.15 -1.27
C -2.17 -0.95 -5.46
C -2.60 0.73 -0.57
C -2.87 -1.44 -4.38
C 0.14 0.27 3.62
C 0.47 -3.25 -1.92
C -0.32 -0.42 -4.01
C 0.31 0.85 2.36
C -0.99 0.77 4.39
C 5.23 0.36 -1.44
C 1.08 -0.71 4.00
C 0.24 -2.37 -0.87
C 1.37 -4.88 -0.39
C 5.23 1.72 -0.76
C -2.26 -1.15 0.88
C 0.59 -2.76 0.42
C -0.89 -0.46 -5.27
C -3.76 1.06 0.12
C -1.04 -0.85 -2.89
C 1.14 -4.01 0.66
C 1.02 -4.50 -1.68
C -1.97 4.03 0.99
C -3.40 -0.80 1.59
C -2.28 3.51 2.22
C -0.53 1.91 1.88
H 0.22 -2.97 -2.93
H -3.07 3.94 2.82
H 1.41 -4.29 1.67
H 5.86 1.77 0.13
H -2.59 2.12 4.58
H -2.29 1.33 -1.42
H 5.92 -0.36 -1.00
H -0.71 3.79 -0.77
H 0.45 -2.09 1.25
H 2.94 -0.68 1.16
H 1.20 -5.17 -2.51
H 5.45 0.40 -2.51
H -1.73 -2.05 1.15
H -3.72 -1.40 2.43
H 1.80 -5.85 -0.21
H -4.34 1.91 -0.20
H -2.49 4.88 0.58
H 1.02 -1.19 4.95
H 2.84 -1.77 3.40
H -5.05 0.56 1.76
H 5.53 2.55 -1.41
*
```

Atomic partial charges in e from the Löwdin method, atoms 1 to 5: atom 1 (Br): 0.9018, atom 2 (Co): 0.3873, atom 3 (S): 0.6762, atom 4 (P): 1.1322, atom 5 (F): 0.1356


[4]
A molecular structure, H11Na3O6 at a distorted geometry, computed with ωB97M-V/def2-TZVPD.

* E_LUMO: -8.5 eV
* frontier orbital gap: 7.86 eV
* relative energy (zero: lowest compared OMol25 entry of this formula, charge and spin): 170.0 kJ/mol
* calculated total energy: -25699.78142 eV

The geometry in ORCA input format:
```
! RIJCOSX wB97M-V def2-TZVPD def2/J DEFGRID3
* xyz 2 1
Na 2.59 -15.75 2.69
Na -0.97 -16.09 3.28
Na 2.76 -18.89 1.40
O 0.92 -17.37 2.17
O 1.62 -18.42 4.68
O -0.61 -15.99 -0.33
O 1.97 -17.97 -0.97
O -0.96 -19.66 -0.85
O -1.23 -19.28 2.89
H 2.26 -17.13 -0.59
H -1.19 -18.94 -0.25
H 0.07 -16.18 0.31
H -0.37 -18.89 2.69
H 0.57 -17.77 1.36
H 0.82 -18.40 5.20
H -0.26 -15.27 -0.87
H 1.42 -18.07 3.79
H 1.65 -17.78 -1.86
H -1.46 -18.96 3.77
H -1.79 -20.16 -0.92
*
```

Atomic partial charges in e from the natural (NBO) method, atoms 1 to 5: atom 1 (Na): 0.9914, atom 2 (Na): 0.9892, atom 3 (Na): 0.9905, atom 4 (O): -1.4288, atom 5 (O): -0.9639


[5]
C5H9NSi in the gas phase at a distorted geometry, computed with ωB97M-V/def2-TZVPD.

* E_LUMO (spin up / spin down): -1.5 / -0.8 eV
* frontier orbital gap (spin up / spin down): 6.90 / 7.32 eV
* relative energy (zero: lowest compared OMol25 entry of this formula, charge and spin): 530.4 kJ/mol
* calculated total energy: -14692.41456 eV

The geometry in ORCA input format:
```
! RIJCOSX wB97M-V def2-TZVPD def2/J DEFGRID3
* xyz 0 1
Si -1.57 1.75 -0.24
N 1.07 -0.13 0.49
C 2.33 0.47 0.24
C 0.66 -1.21 -0.03
C -1.77 -1.11 0.43
C -0.60 -1.86 0.09
C -1.91 0.20 0.62
H -0.80 1.66 -1.68
H 2.14 1.43 0.80
H -0.81 2.87 0.21
H -0.62 -2.98 0.07
H -2.50 -1.90 0.70
H 1.42 -1.95 -0.56
H -2.76 2.24 -0.97
H 3.17 -0.19 0.69
H 2.55 0.70 -0.87
*
```

Atomic partial charges in e from the natural (NBO) method, atoms 1 to 5: atom 1 (Si): 0.7921, atom 2 (N): -0.3981, atom 3 (C): -0.4575, atom 4 (C): 0.0585, atom 5 (C): -0.3461


[6]
8 unconnected molecules or ions with the total composition C36H86N2O8 at a distorted geometry, computed with ωB97M-V/def2-TZVPD.

* E_LUMO: 0.4 eV
* frontier orbital gap: 8.43 eV
* relative energy (zero: lowest compared OMol25 entry of this formula, charge and spin): 577.4 kJ/mol
* calculated total energy: -58079.34435 eV
* SMILES string: CC1(C)CCCC(C)(C)N1O.CC1(C)CCCC(C)(C)N1O.CC(C)O.CC(C)O.CC(C)O.CC(C)O.CC(C)O.CC(C)O

The geometry in ORCA input format:
```
! RIJCOSX wB97M-V def2-TZVPD def2/J DEFGRID3
* xyz 0 1
O -1.21 0.26 -0.07
O 7.35 0.25 0.52
O 1.92 4.40 2.82
O -0.85 -3.83 -6.64
O 4.98 -7.40 1.61
O -6.28 3.25 -0.81
O -1.13 2.05 -3.31
O 6.55 -1.78 2.75
N -5.93 4.29 0.05
N -1.23 -1.12 0.05
C 4.29 -2.19 2.24
C -0.27 -4.29 -4.40
C 2.81 -6.89 0.93
C -3.82 4.88 -1.08
C 1.30 3.25 2.37
C 0.15 -3.24 0.23
C 0.68 -1.33 1.67
C -3.73 3.09 0.73
C 5.44 -2.44 3.20
C 0.65 0.98 -4.24
C -6.41 5.61 2.13
C 0.26 2.26 -3.44
C 5.14 -0.16 -0.53
C -2.92 -1.33 1.83
C -7.11 3.11 1.99
C -8.18 5.13 0.65
C -1.17 -3.41 -5.33
C -3.58 -1.35 -0.58
C 6.47 0.58 -0.62
C 5.15 -1.99 4.67
C 4.88 -5.52 0.27
C -0.98 -1.92 -4.95
C 0.15 -1.69 0.32
C -2.40 -3.32 0.49
C 7.13 0.28 -1.92
C 0.60 3.55 -4.19
C 1.38 2.11 3.43
C 1.91 2.93 1.00
C -4.45 4.41 0.19
C 4.16 -6.23 1.43
C -4.98 5.47 2.54
C -6.88 4.48 1.21
C -4.14 5.50 1.21
C 1.19 -1.21 -0.77
C -2.50 -1.80 0.47
C -1.10 -3.87 0.99
H -2.75 4.94 -0.92
H 0.05 -1.47 2.55
H 0.07 -3.57 -6.73
H 7.17 -0.80 -2.09
H -3.11 -3.66 1.25
H 0.85 2.22 -2.53
H 2.07 -6.17 0.57
H -2.19 -3.73 -5.15
H -3.89 -1.72 2.15
H 6.57 0.82 -2.69
H -6.64 3.73 -1.56
H 2.98 2.88 1.17
H 3.73 -1.27 2.40
H 0.78 -0.25 1.61
H -0.24 3.87 -4.80
H 1.60 -1.90 1.83
H 6.33 1.66 -0.68
H -1.02 -3.95 2.07
H -0.32 -5.32 -4.75
H -2.76 -3.71 -0.46
H -6.19 2.62 2.30
H -7.60 2.31 1.42
H 2.34 2.17 3.94
H 2.35 -7.62 1.60
H 5.49 -1.18 -0.42
H -6.92 5.39 3.07
H 3.49 -2.93 2.27
H 6.02 -2.38 5.21
H 0.61 2.23 4.20
H 4.21 -5.60 2.33
H 1.73 0.92 -4.36
H -3.88 2.34 -0.06
H 5.61 -7.04 2.23
H 0.04 -3.66 -0.77
H -8.15 6.17 0.31
H 0.07 -1.63 -4.93
H 5.03 -0.92 4.82
H -4.00 2.88 1.76
H -3.10 -1.61 -1.52
H -4.25 6.49 0.77
H -8.87 5.22 1.49
H 1.38 -0.14 -0.80
H 0.77 -3.96 -4.50
H 2.76 4.16 3.21
H 5.90 -5.20 0.47
H 0.58 4.42 -3.52
H 8.15 0.68 -1.86
H -7.84 3.20 2.79
H -1.60 -1.17 -5.45
H -3.91 4.01 -1.73
H 0.44 0.09 -3.65
H 1.68 1.91 0.71
H 3.01 -7.39 -0.01
H -1.09 0.28 -1.02
H 4.96 -6.19 -0.59
H -1.21 -4.88 0.59
H -1.58 1.85 -4.13
H -2.29 -1.77 2.60
H 0.08 0.88 -5.17
H 7.68 -0.64 0.42
H 0.23 3.38 2.21
H -2.65 3.03 0.71
H 1.56 3.65 0.26
H 1.38 1.08 3.07
H -4.64 6.29 3.17
H 4.46 0.23 0.23
H -4.63 4.59 3.08
H -3.97 5.87 -1.52
H 4.51 -0.19 -1.42
H -4.55 -1.85 -0.45
H -8.54 4.66 -0.26
H -0.64 -4.14 -3.39
H 0.79 -1.40 -1.76
H -6.60 6.64 1.82
H 6.18 -0.91 2.55
H 2.16 -1.71 -0.67
H 4.62 -2.34 1.22
H -3.65 -0.27 -0.59
H 1.02 -3.77 0.64
H 4.49 -4.56 -0.07
H -3.12 5.46 1.58
H 1.49 3.54 -4.82
H 4.21 -2.48 4.92
H 5.73 -3.49 3.10
H -3.05 -0.25 1.94
H -1.32 -1.78 -3.92
*
```

Atomic partial charges in e from the Löwdin method, atoms 1 to 5: atom 1 (O): -0.0042, atom 2 (O): -0.0565, atom 3 (O): -0.0351, atom 4 (O): -0.0478, atom 5 (O): -0.0774


[7]
A molecular structure, C19H29N8SSr, computed with ωB97M-V/def2-TZVPD.

* E_LUMO: -2.7 eV
* frontier orbital gap: 7.37 eV
* relative energy (zero: lowest compared OMol25 entry of this formula, charge and spin): 9.6 kJ/mol
* calculated total energy: -43764.00575 eV

The geometry in ORCA input format:
```
! RIJCOSX wB97M-V def2-TZVPD def2/J DEFGRID3
* xyz 1 1
Sr 0.86 -0.87 0.12
S 0.11 -2.98 1.95
N 3.26 -1.04 1.26
N 0.52 -2.95 -1.50
N -2.17 -1.36 1.73
N 2.73 -0.97 -1.78
N -1.34 -0.39 1.29
N 0.44 1.68 0.74
N -2.41 -3.49 2.43
N 0.13 0.43 -2.26
C 2.59 0.25 -2.58
C -1.58 -2.51 1.99
C 1.22 2.67 0.32
C -3.09 1.21 1.93
C -3.15 2.08 3.02
C 1.23 -2.78 -2.77
C -5.49 1.11 1.88
C 1.23 0.45 -3.24
C -0.88 1.91 0.87
C 4.05 -1.72 0.23
C 4.03 -0.94 -1.08
C 0.75 3.93 -0.02
C -4.38 2.45 3.54
C -5.55 1.97 2.97
C -1.43 3.15 0.54
C -4.26 0.72 1.37
C -1.76 0.83 1.38
C 2.63 -2.21 -2.57
C -0.61 4.16 0.08
H -1.03 5.13 -0.18
H 2.28 2.45 0.26
H 1.06 -0.32 -3.98
H 1.35 -3.72 -3.32
H 3.14 -1.63 2.07
H -0.44 -3.21 -1.66
H -4.21 0.03 0.54
H 3.64 -2.72 0.09
H 4.28 0.10 -0.86
H -4.42 3.11 4.39
H -0.01 1.37 -1.89
H 5.10 -1.85 0.53
H 4.83 -1.31 -1.74
H -6.40 0.73 1.44
H -3.35 -3.23 2.66
H 2.78 1.10 -1.92
H -0.74 0.19 -2.73
H 1.28 1.40 -3.79
H 3.36 0.29 -3.36
H 3.21 -2.97 -2.05
H 3.11 -2.08 -3.54
H -2.24 2.46 3.46
H -6.51 2.27 3.37
H 0.91 -3.71 -0.95
H -2.01 -4.31 2.84
H 3.75 -0.21 1.57
H 1.44 4.70 -0.34
H -2.50 3.30 0.64
H 0.62 -2.14 -3.40
*
```

Atomic partial charges in e from the natural (NBO) method, atoms 1 to 5: atom 1 (Sr): 1.7528, atom 2 (S): -0.5777, atom 3 (N): -0.8989, atom 4 (N): -0.9000, atom 5 (N): -0.4650


[8]
A molecular structure, C24H37CaCl7ILiN3O5S2 at a distorted geometry, computed with ωB97M-V/def2-TZVPD.

* E_LUMO: -5.4 eV
* frontier orbital gap: 1.99 eV
* calculated total energy: -176248.46095 eV

The geometry in ORCA input format:
```
! RIJCOSX wB97M-V def2-TZVPD def2/J DEFGRID3
* xyz 1 1
I 1.18 2.80 -3.89
Ca -3.01 -5.39 -0.92
Cl -1.27 -8.04 1.05
Cl 1.35 4.19 4.23
Cl -7.00 -7.18 -2.75
Cl -0.82 4.91 6.01
Cl 1.77 -7.21 -0.26
Cl -5.26 -5.66 -0.28
Cl 0.18 6.83 4.08
S -0.27 -0.25 -3.85
S -3.24 -3.04 -0.78
O 1.65 0.95 -8.02
O -3.29 -10.72 1.37
O 1.23 2.28 -6.36
O 1.37 3.05 -8.38
O -1.99 2.34 3.14
N -2.64 0.65 0.61
N -1.89 -0.95 -1.63
N 1.43 2.09 -7.61
C 1.45 -8.01 1.31
C -2.65 -1.36 -0.65
C 3.48 4.48 0.63
C -6.65 -4.96 -1.22
C 0.26 -8.93 1.25
C 0.60 5.50 5.15
C 4.90 2.39 0.75
C -0.52 2.90 -1.27
C 3.02 -1.00 0.82
C -7.65 -6.03 -1.56
C -1.35 2.41 -0.30
C -0.62 0.83 -2.48
C 3.99 1.28 0.15
C -0.12 2.09 -2.39
C -1.46 0.30 -1.48
C -1.82 1.09 -0.37
C 1.04 4.38 0.00
C 0.00 4.31 -1.16
C -1.78 3.24 0.88
C 2.43 4.86 -0.45
C -1.06 2.85 2.19
C 3.23 0.48 1.21
C -3.03 -0.59 0.44
C 4.70 3.73 0.04
Li 2.47 0.47 3.25
H -1.61 4.30 0.71
H 2.67 -1.12 -0.20
H 5.58 4.35 0.24
H 2.25 -1.43 1.47
H 3.93 -1.58 0.99
H 1.31 -7.24 2.06
H -0.83 4.98 -0.94
H -2.07 -3.80 -0.67
H 2.69 4.45 -1.43
H -6.25 -4.49 -2.11
H 0.80 0.33 -4.45
H 2.34 -8.58 1.56
H -7.97 -6.59 -0.68
H 0.34 -9.64 0.43
H -3.68 -1.03 1.19
H 1.16 3.37 0.41
H 4.65 0.58 -0.37
H -8.53 -5.56 -2.00
H 4.66 2.53 1.81
H -2.96 -9.89 1.04
H -7.09 -4.20 -0.59
H 3.31 1.68 -0.60
H -2.85 3.14 1.07
H -0.20 2.18 2.05
H 2.24 0.97 1.35
H -0.66 3.77 2.63
H 4.65 3.60 -1.04
H 3.00 3.82 1.36
H 0.46 4.65 -2.08
H 1.32 5.86 5.87
H 0.71 5.02 0.82
H -1.85 2.81 3.98
H 3.81 0.48 2.16
H 0.17 -9.49 2.18
H 5.95 2.10 0.66
H 2.41 5.95 -0.56
H 3.77 5.39 1.17
*
```

Atomic partial charges in e from the Löwdin method, atoms 1 to 5: atom 1 (I): 1.3133, atom 2 (Ca): 1.0763, atom 3 (Cl): 0.5284, atom 4 (Cl): 0.5225, atom 5 (Cl): 0.6023